No. 1
A cluster of 2 separate species, C6H11NO in total in a non-equilibrium geometry. Source: OMol25; level of theory: ωB97M-V with the def2-TZVPD basis set.

Positions of all 19 atoms, in Å:
C  1.5285  -1.1260  0.7195
C  0.4777  -0.3565  -0.2024
C  -0.7215  0.3195  -0.2293
C  -1.0592  0.9941  -1.5656
C  -1.6537  0.5574  0.7815
C  -1.9833  -0.3387  1.6517
H  2.6691  0.7004  0.9953
H  3.5067  -0.6204  0.2388
H  1.8876  -2.1917  0.1263
H  1.1708  -1.4212  1.7928
H  0.8767  -0.3691  -1.3689
H  -2.1352  0.9833  -2.0082
H  -1.0975  2.0071  -1.2048
H  0.7515  -0.1342  -2.5164
H  -2.1502  1.5890  0.5230
H  -1.8704  -1.3376  1.7933
H  -2.8598  -0.0225  2.3439
N  2.8285  -0.2486  0.9032
O  -0.1664  1.0157  -2.7736

The strongest force on any atom comes out at 0.126 Eh/bohr. The orbital gap is 8.9228 eV. As for the highest occupied orbital energy: -8.893 eV.

No. 2
A structure of composition C6H11NO in a non-equilibrium geometry. Source: OMol25; level of theory: ωB97M-V with the def2-TZVPD basis set.

Positions of all 19 atoms, in Å:
C  2.9922  -1.5562  1.5375
C  1.1942  -1.3108  0.8325
C  -1.9926  1.2209  -1.6535
C  0.7701  0.0758  0.7352
C  -0.8316  1.4048  -0.7793
C  -0.3636  0.0493  -0.2258
N  2.3826  -1.9720  0.4981
O  0.1597  -1.9883  1.3571
H  2.6490  -0.7070  2.1784
H  -1.7402  0.6669  -2.5205
H  -2.4975  2.1598  -2.0842
H  -2.6704  0.5154  -1.0685
H  0.5656  0.5732  1.7012
H  1.5187  0.7396  0.3987
H  -0.9329  2.1648  0.0878
H  -0.0639  1.8615  -1.3706
H  -1.2128  -0.4483  0.2044
H  -0.0596  -0.5873  -1.0224
H  0.1330  -2.8622  1.1939

The strongest force on any atom comes out at 0.099 Eh/bohr. The orbital gap is 8.2357 eV. As for the highest occupied orbital energy: -7.469 eV.

No. 3
The molecule C6H11NO in a non-equilibrium geometry. Source: OMol25; level of theory: ωB97M-V with the def2-TZVPD basis set.

Positions of all 19 atoms, in Å:
C  -2.4202  -2.7386  0.8220
N  -1.2354  -1.9127  0.9544
C  -1.0123  -0.8711  0.0600
C  0.0494  -0.0774  0.1904
C  0.6155  0.9586  -0.7522
C  1.5615  1.9200  -0.0273
C  2.3860  2.7293  -1.0041
O  2.0684  3.0610  -2.1128
H  -2.6077  -3.0895  -0.2034
H  -3.2875  -2.1369  1.0804
H  -2.3168  -3.6122  1.4378
H  -0.4297  -2.4015  1.2992
H  -1.7701  -0.7285  -0.7025
H  0.6639  -0.2019  1.0726
H  1.1343  0.4217  -1.4983
H  -0.0817  1.6093  -1.2883
H  1.0444  2.5787  0.6677
H  2.3073  1.3871  0.5777
H  3.3308  3.1045  -0.5734

Its structure (SMILES) is CN/C=C/CCC=O. The strongest force on any atom comes out at 0.029 Eh/bohr. The orbital gap is 8.7671 eV. As for the highest occupied orbital energy: -7.760 eV.

No. 4
The molecule C6H11NO in a non-equilibrium geometry. Source: OMol25; level of theory: ωB97M-V with the def2-TZVPD basis set.

Positions of all 19 atoms, in Å:
C  2.6923  0.0665  -0.1733
C  1.7165  0.4835  0.6364
C  0.1694  0.5726  0.2137
C  -0.2882  1.9871  0.0460
C  -0.4355  -0.5788  -0.0122
N  -0.0341  -1.8907  0.1502
C  -2.0337  -0.4274  -0.4114
O  -2.7335  -1.5564  0.0773
H  2.4926  -0.2455  -1.1960
H  3.7379  0.1177  0.1236
H  1.9577  0.8596  1.6307
H  -0.6833  2.3692  0.9923
H  -1.0579  2.0833  -0.7253
H  0.5402  2.6317  -0.2654
H  0.9264  -1.9909  0.4680
H  -0.2454  -2.4660  -0.6637
H  -2.5113  0.4593  0.0078
H  -2.1090  -0.3946  -1.5017
H  -2.1012  -2.0800  0.6030

Its structure (SMILES) is C=C/C(C)=C(\N)CO. The strongest force on any atom comes out at 0.090 Eh/bohr. The orbital gap is 9.2310 eV. As for the highest occupied orbital energy: -8.354 eV.

No. 5
A cluster of 2 separate species, C6H11NO in total in a non-equilibrium geometry. Source: OMol25; level of theory: ωB97M-V with the def2-TZVPD basis set.

Positions of all 19 atoms, in Å:
C  1.8893  0.2165  2.1423
N  1.3981  0.0685  1.0005
C  0.0923  -0.2910  0.6721
O  -0.5884  -1.1429  1.2135
C  -0.6586  1.0663  0.1425
C  -2.1204  0.8175  -0.1764
H  2.9535  0.4059  2.2200
H  1.2950  0.1908  3.0616
H  -0.5683  1.7147  1.0172
H  -0.1097  1.5727  -0.6526
H  -2.5937  0.2858  0.6472
H  -2.2449  0.2181  -1.0755
H  -2.6452  1.7609  -0.3201
C  0.7737  -1.6560  -1.2192
C  0.5081  -0.5990  -2.0039
H  1.7896  -1.9093  -0.9626
H  0.0326  -2.4310  -1.0673
H  -0.4782  -0.4225  -2.4106
H  1.2751  0.1343  -2.2285

Its structure (SMILES) is C=NC(=O)CC.C=C. The strongest force on any atom comes out at 0.102 Eh/bohr. The orbital gap is 9.8305 eV. As for the highest occupied orbital energy: -9.257 eV.

No. 6
A structure of composition C6H11NO in a non-equilibrium geometry. Source: OMol25; level of theory: ωB97M-V with the def2-TZVPD basis set.

Positions of all 19 atoms, in Å:
C  1.7246  -0.3387  -0.7598
C  -1.5338  0.7272  0.6892
C  -0.9971  -1.5898  -0.2305
C  0.5047  0.3964  -0.7872
C  -0.5047  -0.1919  0.0786
N  0.5317  1.7257  -0.9906
C  1.0323  -0.2896  1.0312
O  1.3366  0.6185  1.7968
H  1.4179  2.1637  -1.1862
H  -0.1473  2.3158  -0.5380
H  1.0743  -1.3605  1.2628
H  1.7229  -1.3801  -1.0438
H  2.6422  0.1882  -0.9942
H  -2.1527  1.2350  -0.0586
H  -2.2043  0.1584  1.3341
H  -0.2170  -2.2383  -0.6273
H  -1.8061  -1.5628  -0.9669
H  -1.3865  -2.0554  0.6778
H  -1.0379  1.4783  1.3126

The strongest force on any atom comes out at 0.024 Eh/bohr. The orbital gap is 8.6056 eV. As for the highest occupied orbital energy: -7.738 eV.

No. 7
The molecule C6H11NO in a non-equilibrium geometry. Source: OMol25; level of theory: ωB97M-V with the def2-TZVPD basis set.

Positions of all 19 atoms, in Å:
C  -1.7531  0.1086  1.1826
C  -0.8515  -0.2903  0.0192
C  -0.3173  -1.7400  0.1711
C  1.1660  -1.6142  0.5756
C  1.5251  -0.1297  0.4714
N  0.3407  0.5525  -0.0435
C  0.4442  1.4453  -1.0566
O  -0.4951  1.9020  -1.6712
H  -2.7069  -0.4394  1.1115
H  -1.2659  -0.1168  2.1324
H  -2.0866  1.1417  1.0577
H  -1.4119  -0.2151  -0.9084
H  -0.8841  -2.2230  0.9660
H  -0.4097  -2.2854  -0.7680
H  1.8131  -2.2086  -0.0824
H  1.3392  -1.9952  1.5811
H  2.4046  0.0575  -0.1440
H  1.7939  0.2874  1.4414
H  1.4837  1.7752  -1.2452

Its structure (SMILES) is C[C@@H]1CCCN1C=O. The strongest force on any atom comes out at 0.021 Eh/bohr. The orbital gap is 10.2791 eV. As for the highest occupied orbital energy: -9.384 eV.

No. 8
A structure of composition C6H11NO in a non-equilibrium geometry. Source: OMol25; level of theory: ωB97M-V with the def2-TZVPD basis set.

Positions of all 19 atoms, in Å:
C  1.8339  -0.1872  0.0908
C  -1.4979  -0.7830  -1.0041
C  -1.1519  -0.6228  0.4442
C  0.5284  1.2083  0.1512
N  -2.0973  -1.1930  1.3187
C  -0.1901  0.2135  0.9196
C  0.6727  1.9585  -0.9164
O  2.8993  0.4253  0.6943
H  2.9806  1.3203  0.3317
H  -2.4138  -2.1118  1.0390
H  -1.8292  -1.1743  2.2935
H  1.8917  -0.2756  -0.9975
H  1.7133  -1.1717  0.5292
H  -0.0510  0.2561  1.9987
H  -0.7699  -0.2949  -1.6466
H  -1.5364  -1.8429  -1.2774
H  -2.4870  -0.3660  -1.2158
H  1.2905  1.7013  -1.7818
H  0.2142  2.9398  -0.9714

The strongest force on any atom comes out at 0.113 Eh/bohr. The orbital gap is 7.3849 eV. As for the highest occupied orbital energy: -6.522 eV.

Electronic energy, respectively: -9930.5512, -9933.0799, -9936.5247, -9936.1260, -9935.3883, -9935.5856, -9938.1549, -9933.2626 eV.